[1]
# C4H8N2OS

An isolated molecule of C4H8N2OS in a non-equilibrium geometry (the ωB97M-V functional and the def2-TZVPD basis, the OMol25 dataset).

```
! wB97M-V def2-TZVPD RIJCOSX def2/J DEFGRID3
* xyz 0 1
C -0.664 -2.336 0.548
C -0.557 -0.827 0.689
C -1.385 0.083 -0.113
C 0.982 0.932 -0.153
H -1.343 -2.781 1.297
H -0.962 -2.662 -0.454
H 0.369 -2.675 0.742
H -0.166 -0.526 1.669
H -1.636 1.046 0.344
H -2.097 -0.395 -0.806
H 0.257 1.894 -1.895
H 2.421 2.704 -0.393
N 0.082 -0.134 -0.352
N 0.784 1.907 -1.019
O 1.736 2.937 -1.069
S 2.180 0.833 0.964
*
```

## Properties
Kohn-Sham gap: 9.721 eV
total energy: -740.0587 Ha
highest occupied orbital energy: -8.93 eV
SMILES: C[C@@H]1CN1C(=S)NO

=====

[2]
# C3H6N2OS

An isolated molecule of C3H6N2OS in a non-equilibrium geometry (the ωB97M-V functional and the def2-TZVPD basis, the OMol25 dataset).

```
! wB97M-V def2-TZVPD RIJCOSX def2/J DEFGRID3
* xyz 0 1
C 0.461 -0.494 0.350
C -0.988 -0.810 0.479
C 0.456 1.056 0.061
H 2.090 -0.760 -0.724
H 0.737 -0.858 -1.613
H 1.024 -0.717 1.291
H -1.300 -0.742 1.529
H -1.310 -1.789 0.143
H -0.909 2.533 -0.286
N 1.167 -1.130 -0.725
N -0.812 1.556 -0.047
O 1.427 1.773 -0.052
S -2.043 0.381 -0.406
*
```

## Properties
Kohn-Sham gap: 9.138 eV
total energy: -700.8432 Ha
highest occupied orbital energy: -8.59 eV
SMILES: N[C@@H]1CSNC1=O

=====

[3]
# C20H31BrO8

A cluster of 7 separate species, C20H31BrO8 in total in a non-equilibrium geometry (the ωB97M-V functional and the def2-TZVPD basis, the OMol25 dataset).

```
! wB97M-V def2-TZVPD RIJCOSX def2/J DEFGRID3
* xyz 0 1
O 0.358 -1.356 -0.801
C 0.414 -0.334 -1.528
C 1.810 0.300 -2.030
C 2.998 -0.599 -2.424
C 4.294 0.105 -2.944
C 4.319 1.648 -3.042
C 3.122 2.548 -2.602
C 1.833 1.871 -2.085
C 0.508 2.676 -1.637
O 0.519 3.706 -0.929
C -0.869 2.007 -2.148
C -2.027 2.871 -2.682
C -3.292 2.126 -3.186
Br -4.814 3.200 -3.846
C -3.326 0.581 -3.153
C -2.157 -0.291 -2.599
C -0.892 0.434 -2.085
H 2.905 -1.743 -2.334
H 5.146 -0.589 -3.251
H 5.274 2.122 -3.461
H 3.176 3.696 -2.653
H -1.965 4.019 -2.723
H -4.271 0.077 -3.566
H -2.228 -1.424 -2.580
C 0.996 -2.604 2.772
O -0.291 -2.497 2.178
H 0.898 -2.485 3.852
H 1.419 -3.585 2.554
H 1.648 -1.819 2.379
H -0.174 -2.605 1.224
C 0.746 6.939 1.208
O 2.135 6.744 0.994
H 0.610 7.777 1.892
H 0.255 7.165 0.258
H 0.312 6.038 1.649
H 2.227 5.998 0.387
C -6.831 6.176 -1.318
O -5.441 5.983 -1.534
H -6.967 7.013 -0.632
H -7.325 6.402 -2.266
H -7.264 5.274 -0.877
H -5.348 5.238 -2.143
C 4.372 -3.622 2.010
O 3.482 -4.330 2.860
H 3.840 -3.340 1.101
H 4.726 -2.720 2.516
H 5.220 -4.260 1.749
H 3.977 -4.567 3.655
C 0.988 -6.139 1.051
O -0.358 -6.328 1.455
H 1.247 -6.901 0.314
H 1.100 -5.148 0.602
H 1.648 -6.234 1.917
H -0.559 -5.641 2.106
C -2.343 -5.084 4.294
O -1.026 -4.850 4.771
H -2.534 -6.157 4.297
H -3.065 -4.587 4.947
H -2.438 -4.702 3.274
H -0.884 -3.895 4.757
*
```

## Properties
Kohn-Sham gap: 7.907 eV
total energy: -3956.2290 Ha
highest occupied orbital energy: -9.46 eV
SMILES: O=C1c2ccccc2C(=O)c2cc(Br)ccc21.CO.CO.CO.CO.CO.CO

=====

[4]
# C61H143N5O13S8

A cluster of 13 separate species, C61H143N5O13S8 in total in a non-equilibrium geometry (the ωB97M-V functional and the def2-TZVPD basis, the OMol25 dataset).

```
! wB97M-V def2-TZVPD RIJCOSX def2/J DEFGRID3
* xyz 0 1
C -33.370 -12.690 23.721
S -31.927 -12.702 22.593
O -30.826 -11.985 23.425
C -31.722 -14.522 22.678
H -33.431 -13.400 24.547
H -34.208 -13.056 23.128
H -33.603 -11.644 23.916
H -30.828 -14.749 22.097
H -32.533 -15.034 22.161
H -31.735 -14.931 23.688
C -32.728 -6.478 23.159
S -31.487 -7.411 24.147
O -32.085 -7.728 25.535
C -31.576 -8.954 23.131
H -32.200 -5.532 23.038
H -33.557 -5.959 23.642
H -33.042 -6.881 22.196
H -30.856 -9.633 23.590
H -31.206 -8.809 22.116
H -32.581 -9.361 23.235
C -34.601 -9.691 26.785
S -34.975 -9.068 25.111
O -36.357 -9.596 24.665
C -35.490 -7.301 25.498
H -34.098 -10.657 26.770
H -35.524 -9.982 27.285
H -34.000 -9.020 27.400
H -36.192 -7.102 26.307
H -35.968 -6.844 24.631
H -34.512 -6.851 25.674
C -35.159 -11.749 30.951
S -36.381 -13.000 30.229
O -37.276 -13.450 31.351
C -35.100 -14.363 29.991
H -35.609 -10.798 31.236
H -34.601 -11.619 30.024
H -34.536 -12.208 31.719
H -35.597 -15.332 30.043
H -34.352 -14.352 30.783
H -34.431 -14.263 29.136
C -33.139 -15.270 16.238
S -33.828 -13.764 15.477
O -32.626 -12.856 15.406
C -34.131 -14.692 13.896
H -32.866 -15.024 17.264
H -32.250 -15.625 15.717
H -33.900 -16.035 16.394
H -33.320 -15.247 13.423
H -34.243 -13.829 13.241
H -35.011 -15.334 13.839
C -36.774 -15.862 27.226
S -35.803 -14.684 26.161
O -35.545 -13.444 26.989
C -34.228 -15.714 26.119
H -36.057 -16.393 27.852
H -37.300 -16.625 26.651
H -37.368 -15.288 27.937
H -34.463 -16.765 25.947
H -33.855 -15.676 27.142
H -33.453 -15.471 25.393
C -28.659 -13.301 20.037
S -29.708 -14.266 18.885
O -30.818 -14.973 19.711
C -30.537 -12.834 18.102
H -27.902 -12.700 19.533
H -28.169 -13.814 20.865
H -29.382 -12.654 20.536
H -31.269 -13.168 17.367
H -29.815 -12.267 17.515
H -31.077 -12.228 18.829
C -38.837 -12.234 25.187
S -40.666 -12.568 25.300
O -40.802 -13.996 24.784
C -41.276 -11.428 23.936
H -38.473 -12.928 24.429
H -38.227 -12.357 26.082
H -38.570 -11.223 24.879
H -42.263 -11.790 23.648
H -40.602 -11.607 23.099
H -41.353 -10.413 24.327
C -26.543 -17.877 27.219
C -27.541 -17.576 26.056
C -27.513 -16.058 25.771
C -27.938 -15.610 24.372
C -27.431 -16.541 23.308
C -27.592 -18.059 23.528
N -27.117 -18.423 24.876
O -26.992 -19.803 25.153
C -29.027 -18.449 23.180
C -26.671 -18.649 22.400
C -28.961 -17.803 26.590
H -26.629 -18.926 27.504
H -26.779 -17.257 28.084
H -25.490 -17.848 26.939
H -28.212 -15.560 26.443
H -26.492 -15.682 25.840
H -27.551 -14.606 24.193
H -29.019 -15.701 24.273
H -26.411 -16.323 22.989
H -27.938 -16.195 22.407
H -29.227 -18.402 22.109
H -29.109 -19.438 23.632
H -29.619 -17.658 23.640
H -26.611 -19.723 22.573
H -26.909 -18.541 21.341
H -25.637 -18.324 22.517
H -29.598 -17.217 25.928
H -29.114 -17.409 27.595
H -29.168 -18.874 26.586
H -27.909 -20.077 25.223
C -34.169 -9.768 20.683
C -35.659 -9.285 20.417
C -35.671 -9.080 18.888
C -37.024 -8.799 18.350
C -37.922 -10.073 18.607
C -38.064 -10.507 20.119
N -36.708 -10.346 20.762
O -36.586 -10.803 22.086
C -39.015 -9.558 20.865
C -38.492 -11.972 20.188
C -35.941 -7.930 21.171
H -34.005 -9.868 21.756
H -33.415 -9.088 20.287
H -34.005 -10.738 20.214
H -35.185 -8.132 18.657
H -35.098 -9.881 18.421
H -37.071 -8.667 17.269
H -37.521 -7.940 18.799
H -37.521 -10.870 17.980
H -38.933 -9.889 18.244
H -39.171 -9.829 21.909
H -38.726 -8.508 20.821
H -40.005 -9.455 20.421
H -37.641 -12.640 20.320
H -39.072 -12.180 21.086
H -38.832 -12.309 19.208
H -35.137 -7.213 21.007
H -36.026 -8.019 22.254
H -36.865 -7.419 20.898
H -36.865 -10.127 22.708
C -31.975 -21.310 18.535
C -31.471 -20.278 17.529
C -30.713 -19.246 18.310
C -29.901 -18.334 17.359
C -28.960 -19.164 16.594
C -29.549 -20.351 15.791
N -30.605 -21.006 16.585
O -31.217 -22.042 15.852
C -30.104 -19.832 14.459
C -28.403 -21.403 15.506
C -32.727 -19.648 16.881
H -31.172 -21.707 19.155
H -32.541 -22.131 18.096
H -32.629 -20.811 19.251
H -31.347 -18.531 18.834
H -29.957 -19.715 18.939
H -29.285 -17.598 17.876
H -30.548 -17.716 16.738
H -28.194 -19.584 17.247
H -28.438 -18.588 15.830
H -29.355 -19.321 13.855
H -30.427 -20.706 13.893
H -30.988 -19.231 14.674
H -28.683 -22.134 14.747
H -27.446 -21.009 15.163
H -28.191 -21.849 16.478
H -33.307 -19.003 17.541
H -33.289 -20.482 16.459
H -32.313 -19.079 16.048
H -30.751 -22.789 16.235
C -26.692 -10.883 26.593
C -27.879 -10.225 25.794
C -27.569 -8.684 25.767
C -26.402 -8.248 24.893
C -26.550 -8.749 23.475
C -26.966 -10.266 23.311
N -27.996 -10.641 24.339
O -28.434 -11.994 24.258
C -27.564 -10.494 21.958
C -25.739 -11.127 23.499
C -29.288 -10.311 26.584
H -27.034 -11.897 26.798
H -26.634 -10.462 27.597
H -25.681 -10.962 26.194
H -28.457 -8.139 25.447
H -27.269 -8.458 26.790
H -25.424 -8.508 25.297
H -26.469 -7.160 24.909
H -25.579 -8.525 23.034
H -27.216 -8.079 22.931
H -27.046 -11.254 21.373
H -28.592 -10.835 21.837
H -27.362 -9.611 21.351
H -25.341 -11.382 22.517
H -24.902 -10.571 23.922
H -25.839 -12.030 24.102
H -30.013 -9.810 25.943
H -29.215 -9.992 27.624
H -29.673 -11.328 26.655
H -29.353 -11.880 24.006
C -32.561 -18.048 21.931
C -33.962 -17.661 21.386
C -34.755 -17.226 22.625
C -36.072 -16.540 22.398
C -35.738 -15.340 21.450
C -34.902 -15.647 20.216
N -33.730 -16.463 20.530
O -33.012 -16.775 19.336
C -35.788 -16.251 19.171
C -34.380 -14.201 19.832
C -34.532 -18.883 20.638
H -31.878 -18.362 21.141
H -32.616 -18.794 22.723
H -32.156 -17.174 22.440
H -34.754 -18.078 23.304
H -34.204 -16.445 23.150
H -36.414 -16.060 23.315
H -36.821 -17.228 22.006
H -35.335 -14.543 22.076
H -36.749 -14.994 21.236
H -35.286 -16.538 18.247
H -36.292 -17.112 19.611
H -36.669 -15.637 18.984
H -35.143 -13.626 19.309
H -33.909 -13.423 20.433
H -33.602 -14.189 19.069
H -34.274 -19.053 19.592
H -35.619 -18.854 20.560
H -34.397 -19.826 21.168
H -32.158 -16.380 19.530
*
```

## Properties
Kohn-Sham gap: 7.954 eV
total energy: -6846.7192 Ha
highest occupied orbital energy: -7.79 eV

=====

[5]
# C2H3NO3

An isolated molecule of C2H3NO3 in a non-equilibrium geometry (the ωB97M-V functional and the def2-TZVPD basis, the OMol25 dataset).

```
! wB97M-V def2-TZVPD RIJCOSX def2/J DEFGRID3
* xyz 0 1
C 0.971 0.364 -0.017
O -1.224 0.866 0.782
O 1.376 -0.866 0.368
N -0.573 0.276 -0.539
C -1.704 -0.142 0.065
O -2.658 -0.807 -0.124
H 1.268 -1.505 -0.352
H 1.376 0.734 -0.963
H 1.168 1.078 0.780
*
```

## Properties
Kohn-Sham gap: 10.421 eV
total energy: -358.3488 Ha
highest occupied orbital energy: -10.35 eV
SMILES: O=C1ON1CO

=====

[6]
# C25H31N6O3Sn

A structure of composition C25H31N6O3Sn in a non-equilibrium geometry (the ωB97M-V functional and the def2-TZVPD basis, the OMol25 dataset).

```
! wB97M-V def2-TZVPD RIJCOSX def2/J DEFGRID3
* xyz 1 1
Sn -4.506 -1.638 0.121
O -0.038 -0.905 -0.079
C -1.382 -0.899 0.089
O -2.064 -0.287 -0.783
O -1.913 -1.462 1.082
H -0.150 -0.262 -0.815
N 2.292 -1.343 1.462
C 3.207 -2.327 1.757
C 4.028 -1.829 2.712
C 3.574 -0.532 3.081
C 2.547 -0.215 2.216
H 1.604 -1.324 0.725
H 3.155 -3.294 1.286
H 4.891 -2.281 3.174
H 3.950 0.036 3.915
H 1.900 0.643 2.120
N 1.187 -2.165 4.510
C -0.054 -1.684 4.178
C -0.930 -2.053 5.190
C -0.216 -2.825 6.107
C 1.077 -2.938 5.628
H 1.916 -2.133 3.811
H -0.194 -1.211 3.220
H -1.962 -1.754 5.271
H -0.681 -3.384 6.903
H 1.934 -3.484 5.985
N 0.723 1.984 -3.243
C 0.484 0.619 -3.207
C 1.462 0.021 -3.966
C 2.256 1.019 -4.573
C 1.771 2.206 -4.074
H 0.131 2.724 -2.909
H -0.383 0.223 -2.704
H 1.447 -1.050 -4.088
H 3.167 0.904 -5.133
H 2.190 3.183 -4.251
N -0.174 -4.910 -3.709
C 0.330 -5.290 -2.502
C 0.657 -4.150 -1.816
C 0.471 -3.053 -2.697
C -0.082 -3.556 -3.862
H -0.393 -5.568 -4.437
H 0.336 -6.315 -2.172
H 0.987 -4.090 -0.792
H 0.496 -2.027 -2.375
H -0.405 -3.037 -4.748
N 0.477 4.161 2.103
C -0.769 3.575 2.119
C -0.805 2.650 1.095
C 0.451 2.692 0.441
C 1.229 3.572 1.143
H 0.811 4.875 2.724
H -1.497 3.878 2.851
H -1.585 1.928 0.907
H 0.861 2.060 -0.333
H 2.270 3.774 0.950
N -4.555 4.635 -1.303
C -3.652 3.684 -0.863
C -3.223 2.938 -1.950
C -4.036 3.371 -3.033
C -4.680 4.503 -2.659
H -4.879 5.413 -0.760
H -3.263 3.738 0.141
H -2.463 2.182 -2.059
H -4.040 2.844 -3.975
H -5.293 5.243 -3.147
*
```

## Properties
Kohn-Sham gap: 2.111 eV
total energy: -1739.3801 Ha
highest occupied orbital energy: -9.63 eV

=====

[7]
# C14H46O14

A cluster of 9 separate species, C14H46O14 in total in a non-equilibrium geometry (the ωB97M-V functional and the def2-TZVPD basis, the OMol25 dataset).

```
! wB97M-V def2-TZVPD RIJCOSX def2/J DEFGRID3
* xyz 0 1
C 5.245 0.907 0.590
C 4.227 1.515 -0.404
O 3.750 2.733 0.152
O 5.952 -0.187 -0.031
H 4.716 0.534 1.469
H 6.034 1.586 0.917
H 3.369 0.848 -0.505
H 4.618 1.629 -1.415
H 2.947 2.947 -0.328
H 6.269 -0.824 0.612
C -4.772 1.502 2.950
C -3.764 0.743 2.058
O -2.777 1.562 1.484
O -5.580 2.357 2.171
H -4.212 2.139 3.639
H -5.378 0.854 3.583
H -4.273 0.266 1.221
H -3.319 -0.038 2.677
H -2.139 1.867 2.136
H -4.980 3.036 1.851
C 1.372 3.419 2.042
C 1.966 2.237 2.829
O 2.086 2.519 4.210
O -0.036 3.453 2.308
H 1.410 3.134 0.991
H 1.849 4.391 2.168
H 2.998 2.044 2.529
H 1.431 1.289 2.749
H 2.559 1.774 4.588
H -0.107 3.528 3.265
C -0.418 -2.491 -3.000
C -0.206 -3.911 -3.550
O 1.187 -4.162 -3.760
O -0.017 -2.354 -1.630
H -1.452 -2.157 -3.090
H 0.205 -1.771 -3.534
H -0.863 -4.043 -4.413
H -0.685 -4.625 -2.877
H 1.262 -5.069 -4.066
H -0.460 -1.635 -1.172
C 3.909 -2.432 -2.494
C 3.241 -2.395 -1.166
O 2.436 -3.516 -0.990
O 2.975 -2.181 -3.543
H 4.388 -3.397 -2.669
H 4.688 -1.669 -2.459
H 2.686 -1.462 -1.051
H 4.019 -2.454 -0.402
H 1.515 -3.245 -1.074
H 2.289 -2.855 -3.454
C -4.050 -0.717 -1.571
O -5.029 -1.388 -2.350
H -3.486 -1.333 -0.869
H -3.272 -0.409 -2.272
H -4.412 0.215 -1.135
H -5.754 -1.514 -1.732
C 0.329 0.732 0.018
O -0.903 0.297 -0.545
H 0.843 1.448 -0.628
H 0.247 1.289 0.953
H 0.967 -0.140 0.159
H -1.416 1.111 -0.510
C -3.967 3.362 -1.434
O -2.708 2.835 -0.975
H -4.771 2.883 -0.873
H -3.962 4.440 -1.282
H -4.062 3.038 -2.470
H -2.742 2.563 -0.052
C -0.698 -2.346 2.210
O -0.141 -2.265 3.513
H -0.007 -1.875 1.513
H -0.800 -3.385 1.890
H -1.719 -1.961 2.216
H -0.648 -2.816 4.113
*
```

## Properties
Kohn-Sham gap: 9.180 eV
total energy: -1614.1801 Ha
highest occupied orbital energy: -8.95 eV
SMILES: OCCO.OCCO.OCCO.OCCO.OCCO.CO.CO.CO.CO